No. 1
A cluster of 2 separate species, C34H40N8O6 in total in a non-equilibrium geometry. Source: OMol25; level of theory: ωB97M-V/def2-TZVPD.

## Properties
Calculated total energy = -60099.2626 eV
Net charge = 0
Lowest unoccupied orbital energy = -2.450 eV

Last column: Löwdin charge in e.
Cartesian coordinates (Å):
C -2.718 0.138 3.783  -0.060
C -2.635 1.208 2.702  -0.381
C -2.965 2.600 3.237  -0.061
C -3.503 0.846 1.498  -0.126
C -4.884 0.695 1.630  -0.029
C -5.658 0.340 0.527  -0.058
C -5.068 0.155 -0.725  -0.026
C -3.694 0.333 -0.885  -0.122
C -3.007 0.109 -2.229  -0.378
C -3.803 0.682 -3.401  -0.072
C -2.696 -1.368 -2.436  -0.053
C -2.923 0.657 0.239  -0.094
N -1.487 0.762 0.106  -0.041
N -0.902 1.927 -0.241  0.171
N 0.426 1.651 -0.235  -0.039
C 1.395 2.691 -0.532  -0.082
C 1.936 3.432 0.520  -0.125
C 1.488 3.179 1.960  -0.380
C 0.764 4.393 2.538  -0.057
C 2.654 2.738 2.837  -0.056
C 2.887 4.411 0.226  -0.024
C 3.274 4.636 -1.096  -0.053
C 2.709 3.898 -2.136  -0.023
C 1.755 2.916 -1.861  -0.125
C 1.115 2.102 -2.985  -0.382
C 2.158 1.294 -3.751  -0.055
C 0.288 2.993 -3.910  -0.058
C 0.670 0.338 0.088  -0.216
C 2.015 -0.212 0.128  0.011
C -0.548 -0.267 0.326  -0.286
C -0.883 -1.552 0.691  -0.011
H -2.447 -0.839 3.365  0.075
H -2.026 0.369 4.601  0.081
H -3.738 0.078 4.184  0.077
H -1.606 1.233 2.331  0.114
H -2.865 3.347 2.439  0.083
H -3.994 2.631 3.616  0.078
H -2.275 2.869 4.046  0.076
H -5.341 0.845 2.612  0.115
H -6.734 0.202 0.643  0.106
H -5.673 -0.136 -1.587  0.113
H -2.058 0.659 -2.166  0.113
H -4.063 1.730 -3.215  0.086
H -3.200 0.638 -4.316  0.078
H -4.726 0.112 -3.561  0.073
H -2.062 -1.751 -1.627  0.055
H -3.628 -1.949 -2.443  0.087
H -2.177 -1.521 -3.390  0.082
H 0.768 2.353 1.914  0.116
H -0.083 4.673 1.898  0.086
H 0.379 4.167 3.539  0.079
H 1.449 5.250 2.601  0.079
H 3.150 1.856 2.412  0.070
H 3.393 3.546 2.918  0.080
H 2.296 2.482 3.841  0.085
H 3.322 4.989 1.047  0.117
H 4.022 5.397 -1.317  0.108
H 3.005 4.071 -3.176  0.117
H 0.430 1.398 -2.500  0.115
H 2.727 0.648 -3.070  0.072
H 1.669 0.657 -4.498  0.086
H 2.860 1.966 -4.260  0.079
H -0.466 3.542 -3.334  0.087
H 0.935 3.718 -4.419  0.079
H -0.229 2.384 -4.662  0.080
H 1.934 -1.274 0.401  0.062
H 2.522 -0.154 -0.852  0.088
H 2.648 0.284 0.883  0.083
H -0.040 -2.220 0.816  0.010
H -1.923 -1.803 0.865  0.041
O 2.058 -9.268 1.730  0.099
N 2.050 -8.410 0.864  -0.144
C 2.339 -7.059 0.776  -0.042
C 2.089 -6.657 -0.548  -0.128
N 1.659 -7.711 -1.303  0.155
O 1.643 -8.767 -0.448  0.051
C 2.288 -5.263 -0.932  -0.037
N 2.072 -4.789 -2.282  -0.310
O 1.861 -5.587 -3.213  0.093
O 2.122 -3.545 -2.459  0.047
C 2.716 -4.342 0.046  0.132
C 2.989 -4.808 1.337  -0.093
N 3.494 -4.138 2.456  -0.152
O 3.831 -2.979 2.641  0.093
O 3.600 -5.087 3.490  0.053
N 3.176 -6.327 3.067  0.161
C 2.812 -6.145 1.760  -0.121
H 2.885 -3.292 -0.174  0.127

***

No. 2
A structure of composition C34H41BaClN4P2 in a non-equilibrium geometry. Source: OMol25; level of theory: ωB97M-V/def2-TZVPD.

## Properties
Calculated total energy = -73670.4071 eV
Net charge = 0
Lowest unoccupied orbital energy = -1.334 eV

Last column: Löwdin charge in e.
Cartesian coordinates (Å):
Ba 1.548 0.777 2.471  1.519
C 1.351 -1.492 -2.412  -0.152
C 2.239 -1.416 -1.418  -0.095
C 3.358 -0.457 -1.183  -0.227
C 3.053 0.961 -0.660  -0.210
C 2.161 1.859 -1.466  -0.115
C 1.630 1.614 -2.662  -0.084
C 2.081 0.582 -3.642  -0.197
C 1.222 -0.691 -3.655  -0.188
C -0.328 1.939 1.187  -0.459
H 0.572 -2.248 -2.310  0.048
H 2.172 -2.175 -0.624  0.104
H 4.039 -0.399 -2.035  0.094
H 3.940 -0.951 -0.384  0.085
H 2.523 0.790 0.305  -0.052
H 4.000 1.484 -0.395  0.102
H 1.856 2.750 -0.884  0.097
H 0.953 2.366 -3.086  0.114
H 3.133 0.330 -3.511  0.098
H 2.026 1.045 -4.636  0.114
H 0.158 -0.427 -3.787  0.108
H 1.462 -1.293 -4.549  0.120
H -1.008 1.071 1.018  -0.069
H -0.351 2.552 0.271  -0.056
H -0.745 2.558 2.010  -0.073
P 6.609 3.539 0.973  1.094
P 7.360 0.321 1.525  1.080
N 6.530 4.514 -0.502  -0.287
N 7.396 4.870 2.016  -0.234
N 7.756 -0.167 -0.162  -0.264
N 8.370 -0.922 2.350  -0.271
C 8.208 2.734 0.512  -0.434
C 8.638 1.649 1.503  -0.406
C 5.339 4.914 -1.133  -0.142
C 5.659 5.755 -2.197  -0.088
C 7.092 5.892 -2.217  -0.078
C 7.602 5.103 -1.187  -0.142
C 6.778 5.405 3.153  -0.165
C 7.645 6.313 3.769  -0.102
C 8.832 6.353 2.973  -0.097
C 8.654 5.464 1.922  -0.162
C 6.724 -0.551 -1.025  -0.150
C 7.244 -0.764 -2.295  -0.080
C 8.653 -0.525 -2.220  -0.076
C 8.938 -0.122 -0.918  -0.170
C 9.520 -1.595 1.925  -0.139
C 10.088 -2.264 3.004  -0.091
C 9.267 -1.998 4.151  -0.100
C 8.235 -1.164 3.730  -0.165
H 9.001 3.486 0.469  0.047
H 8.076 2.320 -0.499  0.080
H 9.622 1.274 1.188  0.075
H 8.746 2.064 2.517  0.088
H 4.390 4.543 -0.764  0.089
H 4.966 6.222 -2.884  0.092
H 7.672 6.516 -2.867  0.088
H 8.630 4.876 -0.935  0.088
H 5.781 5.081 3.423  0.085
H 7.455 6.890 4.669  0.090
H 9.707 6.979 3.136  0.096
H 9.356 5.203 1.134  0.088
H 5.737 -0.689 -0.610  0.053
H 6.677 -1.087 -3.161  0.096
H 9.373 -0.690 -3.012  0.098
H 9.890 0.181 -0.497  0.102
H 9.830 -1.557 0.889  0.086
H 10.985 -2.875 2.992  0.094
H 9.425 -2.373 5.155  0.091
H 7.416 -0.715 4.266  0.086
Cl -1.668 -1.526 -1.521  0.740
C -2.710 -1.377 -0.170  -0.640
C -4.059 -1.171 -0.413  -0.139
C -4.924 -0.881 0.656  -0.125
C -4.422 -0.850 1.967  -0.122
C -3.067 -1.037 2.213  -0.074
C -2.142 -1.263 1.140  -0.397
C -0.726 -1.375 1.350  -0.245
H -4.401 -1.171 -1.452  0.095
H -5.972 -0.661 0.439  0.088
H -5.114 -0.634 2.786  0.093
H -2.692 -1.016 3.238  0.093
H -0.458 -1.210 2.429  -0.058
H -0.295 -2.324 0.919  0.023

***

No. 3
A structure of composition C34H41BrN7O4Re in a non-equilibrium geometry. Source: OMol25; level of theory: ωB97M-V/def2-TZVPD.

## Properties
<S²> = 3.77
Calculated total energy = -126712.0495 eV
Energy relative to the best compared isomer or geometry (same formula, charge and spin) = 0.00 kcal/mol
Net charge = +1
Spin multiplicity = 4
Lowest unoccupied orbital energy (alpha / beta) = -2.807 / -3.659 eV

Last column: Löwdin charge in e.
Cartesian coordinates (Å):
Re -0.309 -0.069 0.169  1.828
C 3.620 -0.683 3.064  -0.066
N 2.813 0.361 2.417  -0.215
C 1.919 1.051 3.338  -0.198
C 0.801 0.162 3.899  -0.138
C 0.480 -1.140 3.164  -0.191
N -0.552 -1.042 2.112  -0.093
C -1.711 -1.454 2.488  -0.063
C -2.930 -1.531 1.747  -0.143
C -4.123 -1.813 2.435  -0.018
C -5.306 -1.955 1.751  -0.063
C -5.303 -1.846 0.355  -0.037
C -4.138 -1.592 -0.339  0.013
C -2.948 -1.421 0.360  -0.305
O -1.801 -1.234 -0.315  -0.283
C 3.653 1.309 1.698  -0.221
C 3.993 0.797 0.314  -0.130
C 2.787 0.754 -0.652  -0.178
N 1.489 1.210 -0.127  -0.083
C 1.331 2.487 -0.210  -0.077
C 0.173 3.282 0.100  -0.150
C 0.137 4.624 -0.311  -0.014
C -0.961 5.406 -0.034  -0.061
C -2.028 4.856 0.685  -0.036
C -2.003 3.543 1.112  0.012
C -0.905 2.750 0.806  -0.330
O -0.842 1.483 1.232  -0.224
H 4.687 -0.500 2.924  0.091
H 3.411 -1.681 2.669  0.066
H 3.441 -0.707 4.142  0.097
H 1.478 1.894 2.806  0.103
H 2.478 1.464 4.191  0.129
H -0.120 0.746 3.962  0.117
H 1.056 -0.116 4.922  0.113
H 0.098 -1.839 3.910  0.117
H 1.372 -1.583 2.728  0.078
H -1.792 -1.793 3.522  0.143
H -4.096 -1.912 3.514  0.120
H -6.225 -2.158 2.281  0.110
H -6.228 -1.964 -0.193  0.116
H -4.123 -1.502 -1.417  0.129
H 4.576 1.535 2.249  0.128
H 3.118 2.256 1.621  0.106
H 4.423 -0.205 0.398  0.110
H 4.766 1.432 -0.119  0.117
H 2.624 -0.239 -1.021  0.048
H 3.016 1.367 -1.525  0.124
H 2.172 3.061 -0.608  0.149
H 0.977 5.032 -0.860  0.121
H -0.998 6.433 -0.366  0.111
H -2.894 5.466 0.906  0.116
H -2.829 3.103 1.653  0.130
C 0.067 -3.271 0.232  -0.166
N 0.386 -4.586 -0.274  -0.076
C 1.828 -4.785 -0.178  -0.157
N 2.541 -3.768 -0.945  -0.076
C 2.200 -2.449 -0.459  -0.167
N 0.725 -2.146 -0.548  -0.132
C 0.335 -2.336 -1.994  -0.163
N 0.674 -3.654 -2.486  -0.077
C -0.018 -4.662 -1.681  -0.143
C 2.115 -3.864 -2.347  -0.148
H 0.408 -3.207 1.265  0.116
H -1.005 -3.131 0.185  0.111
H 2.088 -5.771 -0.564  0.134
H 2.130 -4.727 0.870  0.132
H 2.748 -1.757 -1.084  0.094
H 2.512 -2.327 0.582  0.122
H 0.869 -1.583 -2.579  0.132
H -0.735 -2.162 -2.081  0.118
H 0.220 -5.653 -2.067  0.134
H -1.095 -4.504 -1.753  0.136
H 2.647 -3.116 -2.937  0.133
H 2.370 -4.854 -2.724  0.133
Br -4.331 5.401 -4.213  0.758
C -2.878 4.197 -4.078  -0.676
C -1.845 4.268 -5.000  -0.113
C -0.775 3.390 -4.888  -0.061
C -0.738 2.459 -3.861  -0.021
C -1.784 2.398 -2.949  -0.130
C -2.865 3.265 -3.057  -0.059
C -1.775 1.455 -1.791  -0.528
O -2.715 1.345 -1.035  0.082
O -0.610 0.828 -1.610  -0.209
H -1.877 5.001 -5.794  0.105
H 0.031 3.438 -5.607  0.109
H 0.096 1.778 -3.764  0.111
H -3.669 3.207 -2.337  0.117

***

Q: net charge of number 3 (C34H41BrN7O4Re)?
A: +1